P | 14
Properties=species:S:1:pos:R:3 method="wB97M-V/def2-TZVPD" smiles=CC(C)C orbital_gap_ev=12.3 e_homo_ha=-0.4067 charge=0
C 0.69384 -0.31714 1.26057
C -0.05115 0.40268 0.08781
C 0.77393 0.48088 -1.19962
C -1.38829 -0.34640 -0.15019
H 0.26540 0.12889 2.15814
H 0.54857 -1.35661 1.26105
H 1.74590 -0.03692 1.30940
H -0.32831 1.34488 0.52764
H 0.45319 1.31875 -1.81443
H 0.55126 -0.41252 -1.78870
H 1.83336 0.47423 -0.96885
H -2.14779 0.00741 0.54227
H -1.65113 -0.26777 -1.20480
H -1.29878 -1.42035 -0.02031

---

Q | 14
Properties=species:S:1:pos:R:3 method="wB97M-V/def2-TZVPD" smiles=CC(C)C orbital_gap_ev=12.3 e_homo_ha=-0.4091 charge=0
C 0.57290 -0.47488 1.24293
C -0.06995 0.36442 0.13040
C 0.84707 0.61106 -1.06616
C -1.36818 -0.30930 -0.34544
H 0.12622 -0.14279 2.19762
H 0.34687 -1.54493 1.23014
H 1.61697 -0.23895 1.46650
H -0.36306 1.30919 0.59925
H 0.43756 1.42870 -1.66065
H 0.88666 -0.29684 -1.66585
H 1.85797 0.90637 -0.77145
H -2.05171 -0.41069 0.49857
H -1.68488 0.16402 -1.27678
H -1.15444 -1.36538 -0.57907

---

Which is most stable, and by how much? Q, by 2.2 kcal/mol.

---

P | 15
Properties=species:S:1:pos:R:3 method="wB97M-V/def2-TZVPD" smiles=CCCCC#N orbital_gap_ev=12.4 e_homo_ha=-0.4209 charge=0
C -2.09132 -0.33176 0.19391
C -0.75752 0.29686 -0.20378
C 0.41424 -0.22374 0.62876
C 1.76679 0.34284 0.16672
C 2.03123 0.03624 -1.24599
N 2.20785 -0.21049 -2.36319
H -2.30301 -0.18642 1.26134
H -2.91652 0.10729 -0.37816
H -2.08407 -1.41140 -0.00143
H -0.81087 1.39088 -0.10469
H -0.56172 0.09415 -1.26625
H 0.27458 0.04665 1.68370
H 0.44930 -1.32049 0.58104
H 2.58928 -0.06430 0.76519
H 1.79177 1.43369 0.28282

---

Q | 15
Properties=species:S:1:pos:R:3 method="wB97M-V/def2-TZVPD" smiles=CC#CCCN orbital_gap_ev=10.2 e_homo_ha=-0.3362 charge=0
C 1.08782 -2.15569 1.86537
C 0.58661 -0.88968 1.27928
C 0.19764 0.12737 0.75149
C -0.35284 1.33227 0.10020
C -0.26134 1.29201 -1.40758
N -1.06124 0.21776 -2.00970
H 0.43388 -2.36821 2.92507
H 1.97285 -2.18498 2.07663
H 1.24125 -2.95295 1.06866
H -1.40127 1.48634 0.38627
H 0.20601 2.19753 0.49378
H 0.75744 1.06667 -1.67600
H -0.52589 2.34532 -1.74889
H -1.97522 0.33989 -1.98669
H -0.82774 0.30840 -3.00351

---

R | 15
Properties=species:S:1:pos:R:3 method="wB97M-V/def2-TZVPD" smiles="C=CC1CNC1" orbital_gap_ev=10.0 e_homo_ha=-0.3232 charge=0
C 2.23300 -1.04364 1.00194
C 0.79603 -0.89954 0.81705
C 0.14772 -0.19085 -0.32095
C -0.24721 1.24207 0.02980
N -1.36129 1.14551 -0.87645
C -1.38988 -0.41286 -0.70544
H 2.66843 -1.56376 1.87431
H 2.83914 -0.64444 0.17007
H 0.06572 -1.22311 1.65225
H 0.73773 -0.16747 -1.30340
H 0.52262 2.01480 -0.16889
H -0.64101 1.35117 1.08603
H -2.22488 1.66225 -0.69833
H -1.65321 -1.02196 -1.58484
H -2.02343 -0.59721 0.17347

---

Which is most stable, and by how much? P, by 59.7 kcal/mol.

---

P | 15
Properties=species:S:1:pos:R:3 method="wB97M-V/def2-TZVPD" smiles="C=CCNC=C" orbital_gap_ev=9.1 e_homo_ha=-0.2933 charge=0
C 1.44005 -0.79449 1.33787
C 1.88764 -0.20888 0.22187
C 0.97441 0.13416 -0.96020
N -0.26113 0.82979 -0.58829
C -1.30033 -0.03943 -0.15592
C -2.54687 0.40522 0.08183
H 2.04956 -1.11971 2.15438
H 0.36699 -0.96937 1.35339
H 2.87185 0.23869 0.26505
H 0.61907 -0.65635 -1.61476
H 1.54466 0.83707 -1.57006
H -0.18040 1.54940 0.11635
H -1.20629 -1.08401 -0.50430
H -2.94295 1.21528 -0.51521
H -3.31626 -0.33738 0.37800

---

Q | 15
Properties=species:S:1:pos:R:3 method="wB97M-V/def2-TZVPD" smiles=CC(C)(C)C#N orbital_gap_ev=12.2 e_homo_ha=-0.4213 charge=0
C 1.27105 -0.74269 -0.14746
C -0.02136 0.02003 0.19389
C 0.02937 1.43551 -0.40769
C -1.25631 -0.76055 -0.32201
C -0.09693 0.14240 1.66501
N -0.14390 0.24441 2.81708
H 2.15112 -0.21879 0.23732
H 1.25619 -1.74788 0.28581
H 1.37088 -0.83808 -1.23432
H 0.91100 1.98095 -0.05604
H -0.86217 2.01575 -0.14958
H 0.08530 1.35532 -1.49883
H -0.99026 -1.80335 -0.51179
H -1.61812 -0.33011 -1.26086
H -2.08586 -0.75293 0.38946

---

Which is most stable, and by how much? Q, by 60.4 kcal/mol.